A structure of composition C44H52Cl52F2NO3S. Source: OMol25; level of theory: ωB97M-V/def2-TZVPD.

Values from the calculation:
**Highest occupied orbital energy**: -11.3 eV
**HOMO-LUMO gap**: 0.268 hartree
**Total charge**: +1

XYZ file:
```
155
Properties=species:S:1:pos:R:3:forces:R:3
H 3.17833 5.98629 1.70111 -0.3 0.1 0.0
Cl 0.66803 -0.58643 16.55637 0.0 0.0 -0.1
Cl -3.14240 1.54669 5.95297 0.4 -0.4 0.0
Cl 6.39966 -3.69488 1.65714 0.0 0.0 0.0
C 3.78822 2.86109 -0.58038 0.9 -0.4 0.9
C 0.83682 4.28924 2.61460 -0.4 0.2 1.0
H -3.75694 -3.91068 -0.12432 -0.1 0.3 -0.4
H -4.34601 1.49855 -5.79540 -0.1 -0.2 0.1
H -4.99438 -1.01272 -0.07599 0.2 -1.3 0.2
H 2.91654 2.34833 -1.01558 0.1 0.3 0.0
Cl 9.94890 3.82822 -0.17561 0.0 0.0 -0.1
Cl -1.47332 2.33583 8.16729 0.1 0.3 -0.2
Cl 6.09639 -1.57216 -0.28263 2.3 -2.1 2.5
H 1.04626 -5.54034 -3.92951 -0.3 0.0 0.0
H -4.76160 -1.05845 -6.77333 0.3 0.1 -0.1
C -4.50686 -4.20139 -0.87847 -0.2 -1.0 1.1
C -2.86537 -0.99168 0.13040 0.1 0.1 0.3
Cl -7.92168 6.61701 -5.61374 0.1 0.0 0.0
C 1.81209 3.83686 3.74278 -0.8 -0.1 -0.8
Cl 5.19715 6.28771 6.80738 0.0 0.2 0.0
C 3.37412 3.87730 0.50626 -0.2 -0.1 -1.5
Cl 8.97257 1.76777 -1.94689 -0.1 0.0 0.0
Cl -3.66580 -8.73365 -14.20860 0.1 0.0 0.0
H 1.25738 3.78345 4.68615 0.3 0.1 -0.1
H 1.31378 4.42001 -0.03062 0.3 0.1 -0.4
Cl 9.40674 6.96848 6.43175 0.0 -0.1 0.0
Cl -7.40033 5.48187 5.67747 0.0 -0.1 0.0
H 1.46983 -0.47883 -1.33928 0.1 -0.3 0.0
Cl 7.85823 4.53375 6.35065 0.1 -0.1 0.0
H 1.26874 6.33338 3.07192 -0.5 0.0 -0.2
Cl -3.30772 -5.77819 -10.14844 -0.1 0.2 0.3
H -6.15429 -4.75756 0.47704 0.0 0.1 -0.4
C 5.14063 1.85483 4.19499 0.3 0.2 0.3
H 3.04592 3.30189 1.38361 0.0 0.3 -0.1
H -4.00834 -4.74430 -1.69772 0.0 0.4 0.0
H 4.07196 0.48547 -2.13781 -0.3 -0.1 0.1
Cl 8.13282 -1.38644 1.75741 -0.1 0.0 0.0
C -4.52784 -2.21004 -2.14227 -1.9 0.6 -0.2
H -1.98726 -6.05727 -4.12712 0.2 -0.1 -0.1
C 1.20379 -2.60516 -1.86570 1.0 0.5 1.0
C -2.50068 -1.01689 10.84676 -0.1 0.0 0.0
F -0.52894 -7.45291 -4.25268 -0.2 0.1 -0.2
C -2.46107 -5.99226 -8.62018 0.0 -0.2 -0.2
Cl -0.26552 1.43822 5.70471 0.0 0.0 0.0
H 4.97123 2.08871 1.13702 -1.2 0.0 -2.5
H -3.91634 -4.16105 -3.87455 0.2 0.2 -0.1
O -5.13570 -1.41909 -2.81554 1.1 -0.4 0.9
Cl 3.31727 8.45534 7.25220 0.1 -0.1 -0.1
C 2.30074 4.89734 0.04862 0.6 0.3 1.6
C 1.03321 5.75085 2.16684 0.8 -0.3 -0.3
C 2.20933 5.98205 1.18019 -0.3 -0.3 -0.6
C -2.96305 -1.62318 -5.72480 -0.6 0.6 -1.4
C -3.00541 -2.28286 -2.09601 0.0 -0.4 -0.2
H -2.23102 -1.07036 -5.11131 0.0 -0.5 0.1
H -6.97195 -6.61584 -0.74751 0.1 0.1 -0.4
H 2.60853 5.37430 -0.88903 -0.2 -0.3 0.0
H -2.56280 -4.12849 -4.99454 -0.2 0.5 0.4
H 0.81239 -3.29426 -4.31448 -0.4 0.2 -0.1
H 1.38169 -3.02368 -0.86413 -0.2 0.0 -0.3
H 2.65311 4.52994 3.84737 -0.2 -0.3 -0.1
C 0.01495 -5.21346 -3.75649 -1.0 0.2 -0.3
H 5.62075 1.64530 -0.49879 -0.6 0.0 0.4
Cl -3.75307 -2.19341 11.26041 0.1 0.1 0.0
C -6.06024 -6.21539 -1.20518 0.1 0.1 0.9
C -3.86059 -0.56360 -6.39273 0.3 0.4 1.1
Cl -6.32595 6.62221 -3.20918 0.0 0.0 -0.1
C -2.10624 -8.04066 -13.75066 0.0 -0.1 -0.1
Cl -2.47789 0.27262 12.06677 -0.3 0.1 -0.4
S -4.99360 -7.69738 -1.45918 0.0 0.1 -0.2
Cl -0.92982 -1.82336 10.78494 -0.1 0.1 -0.1
C 6.49584 -1.94796 1.40273 0.6 -0.4 0.2
H 3.27725 -1.95246 -0.41217 0.3 0.1 -0.2
Cl -2.84801 -4.64118 -7.53266 -0.1 0.0 -0.1
Cl -2.96618 -7.50900 -7.86830 0.0 0.1 0.0
Cl -6.81649 3.34988 3.81809 0.0 0.0 0.0
H -0.17308 4.24071 3.05494 0.2 -0.1 -0.3
Cl 7.48860 2.44850 0.43702 1.7 0.6 -0.4
Cl -0.77536 -1.02542 14.09158 0.4 -0.1 0.4
Cl -0.71575 -6.02773 -8.90841 0.0 0.0 0.1
N -0.26695 -2.49243 -2.01222 0.6 -0.3 -0.2
C -1.62071 2.32984 6.41057 0.0 0.0 0.1
H 2.87662 0.55513 0.16888 0.2 0.1 0.3
Cl -1.93101 -8.09836 -11.99022 0.1 -0.2 -0.2
Cl 4.85541 3.49695 4.77399 0.3 -0.2 0.1
Cl -1.03602 4.03685 -2.31246 0.0 -0.1 0.0
C -6.53679 5.88173 -4.80180 0.0 0.0 0.0
O -3.83285 -2.46598 -4.96867 0.9 -0.4 -0.2
C -5.42531 -5.22609 -0.19411 0.4 -0.3 -0.5
Cl 7.59323 4.30103 -1.77728 0.0 -0.1 0.1
H -2.17985 -0.32253 0.65816 0.3 -1.3 0.6
Cl -3.89370 4.31497 -2.01115 0.1 -0.1 0.0
Cl -2.76660 3.74819 -4.60156 0.1 -0.1 0.1
Cl -2.75035 1.71763 -2.53954 0.1 0.1 0.3
H -0.70701 -3.59850 -5.14658 0.0 0.0 0.2
H -4.36476 -1.10745 1.65267 0.2 1.3 -0.1
C 3.39884 -1.51441 -1.41767 -1.0 0.2 -0.2
C -2.31700 -2.91803 -3.14571 -0.5 0.0 0.6
C -3.14333 -3.49738 -4.29693 -0.3 0.0 0.0
C -2.30053 -1.72462 -1.02467 -1.1 1.4 -0.4
C 9.31352 5.29942 7.00624 0.1 0.0 0.0
C -6.60772 3.91452 5.48402 0.0 0.1 0.1
Cl 0.46521 -3.25003 15.45802 0.0 0.1 0.0
Cl -1.59990 3.99583 5.80856 0.0 -0.1 0.0
H -6.30100 -5.73906 -2.16152 0.0 -0.1 0.2
C 8.50371 3.08758 -0.86736 0.1 0.0 0.0
H -0.92476 -5.93691 -5.56817 0.0 -0.4 0.1
H -0.22171 -5.29234 -2.68571 0.4 -0.1 -0.2
H 2.08922 6.96484 0.70338 0.0 -0.1 0.3
H -2.43069 -2.17568 -6.53284 -0.2 -0.1 0.7
H 5.28053 -0.52016 -1.30052 -1.6 1.9 -1.7
H 4.28866 4.43488 0.76076 -0.3 -0.1 0.2
C 1.95571 -1.26281 -1.93228 0.4 0.0 -0.4
C -2.61269 3.45827 -2.86823 0.0 0.2 0.0
H -3.80035 -7.24736 -1.00691 -0.4 0.2 -0.1
H 2.00629 -0.88094 -2.96479 -0.1 -0.2 0.2
C 4.72095 1.78880 0.11454 -2.2 -0.6 -2.0
C -4.12795 -1.06131 0.58845 -0.6 0.2 -0.4
C -0.93509 -1.86993 -1.04489 -0.3 0.3 0.2
H -4.76877 -5.83126 0.44829 -0.2 0.3 0.0
Cl -2.02605 -6.35793 -14.29107 0.0 0.0 0.0
Cl -6.81604 4.14368 -4.61252 0.0 0.0 0.0
C 3.96676 0.42268 0.08092 0.4 0.7 -0.9
H 1.67111 -3.29733 -2.56453 -0.6 0.0 0.0
Cl -2.85028 -0.30684 9.26469 -0.1 -0.3 0.2
Cl -0.80361 -8.96580 -14.50494 -0.1 0.0 0.0
H -5.15784 0.22864 -4.82409 0.3 0.2 0.0
Cl -7.33128 2.74519 6.59638 0.0 0.0 0.0
Cl 5.35127 -1.12634 2.46983 0.5 -1.1 0.6
Cl -5.07943 6.14077 -5.77056 -0.1 0.1 0.0
H 4.31188 -0.23651 0.89107 -0.6 0.4 -0.9
C -0.95618 -6.15977 -4.49182 0.7 0.5 0.2
C -0.19429 -3.70894 -4.19067 1.0 -0.5 1.2
Cl 3.82267 7.48048 4.57860 0.0 0.0 0.0
C -0.93680 -3.00867 -3.06146 -0.3 -0.2 -2.1
O -5.25117 -3.06582 -1.34667 1.5 -0.2 -0.8
Cl 3.58635 1.00447 4.08111 0.3 -0.4 0.0
H 0.11578 6.12317 1.69299 0.1 0.0 0.2
H 2.14182 2.81355 3.51454 0.1 0.7 0.2
C -4.22783 0.51456 -5.32892 -0.1 -0.4 -0.5
C 3.68067 7.02343 6.28368 0.0 0.0 0.0
Cl -4.88283 4.07037 5.83716 -0.5 0.4 -0.1
Cl 6.20201 1.00056 5.31749 -0.1 0.0 0.0
Cl 2.10088 -1.26560 14.14207 -0.1 0.0 0.0
C 0.61389 -1.53195 15.06357 -0.1 -0.1 0.1
Cl 10.74095 4.40719 6.46677 -0.1 0.0 0.0
F -0.24248 -1.39343 -0.03875 0.5 -0.2 -0.1
H 0.84299 3.55503 1.80063 0.0 0.3 0.0
H -3.42214 0.59396 -4.58130 -0.5 -0.1 -0.5
H 3.86138 -2.30146 -2.03174 0.0 0.3 0.0
H 4.36386 3.32235 -1.39438 -0.4 0.2 0.1
H -3.31414 -0.07346 -7.20703 -0.1 -0.3 0.0
Cl 9.23957 5.28572 8.77203 0.0 0.0 -0.1
Cl 2.39298 5.82587 6.46129 -0.1 0.1 0.1
C 4.22131 -0.21629 -1.30940 -0.7 -0.3 0.3
Cl 5.89482 1.93359 2.59268 0.9 0.2 3.7
```
Positions in Å, forces in eV/Å.

***

A structure of composition C44H52IrN5O2P2. Source: OMol25; level of theory: ωB97M-V/def2-TZVPD.

Values from the calculation:
**<S²>**: 0.76
**Highest occupied orbital energy (alpha / beta)**: -9.9 / -10.0 eV
**HOMO-LUMO gap (alpha / beta)**: 0.249 / 0.219 hartree
**Relative energy (zero: lowest compared OMol25 entry of this formula, charge and spin)**: 152.8 kJ/mol
**Total charge**: +1
**2S+1**: 2

XYZ file:
```
106
Properties=species:S:1:pos:R:3:forces:R:3
H -0.79582 -2.25503 -3.93634 0.0 0.0 0.0
C -3.80224 -0.68556 -4.30949 0.0 0.0 0.0
H 0.43501 -1.26913 3.07587 -0.1 0.0 0.0
C 2.25511 -3.56005 0.00612 0.0 0.0 0.0
H -3.02787 1.60020 1.79101 0.0 -0.1 0.0
C 2.75795 1.13512 -1.08226 0.1 -0.1 0.1
C 1.10531 3.25911 2.48725 0.0 0.0 0.0
H 2.76388 -1.15757 2.93934 0.0 0.0 0.0
H -0.53243 -4.34367 -3.13495 0.0 0.0 0.0
C 0.21627 -1.86940 -4.05663 0.0 0.0 0.0
P -0.85091 2.11287 0.88544 0.0 0.0 0.1
H 0.41269 4.09259 2.55806 0.0 0.0 0.0
C -3.26869 -0.54754 0.69529 0.1 0.0 0.1
C -2.97543 -0.53329 -1.67403 0.2 0.1 -0.3
P 0.31330 -1.98951 -1.23504 0.0 0.2 0.2
C -2.22692 0.08873 -2.67771 -0.2 -0.3 0.2
H -2.10325 -4.49640 0.17936 0.0 0.0 0.0
H 2.07925 -4.26024 -0.80430 0.0 0.0 0.0
C -2.65381 0.02238 -4.00583 0.0 0.0 0.1
H 3.09376 4.38166 4.81157 0.0 0.0 0.0
N -1.27977 -0.91274 1.99375 -0.1 -0.1 0.1
H 4.72225 1.87730 -1.45924 0.0 0.0 0.0
H -0.76347 -2.09164 5.07831 0.0 0.0 0.0
H 4.77039 -5.19470 1.56371 0.0 0.0 0.0
H 1.19193 3.38889 -0.60396 0.0 0.0 0.0
C -0.93121 3.69009 -0.06700 0.0 0.1 0.2
O -4.47998 -0.44088 0.65146 0.0 0.0 0.0
H -3.26446 -2.05387 5.08785 0.0 0.0 0.0
N -1.01051 0.64623 -2.21948 -0.2 0.0 0.2
C 3.29671 2.53753 -2.93893 0.0 0.0 0.0
C 3.27211 -3.01685 2.06720 0.0 -0.1 0.0
O -0.70545 2.04090 -4.02134 0.0 0.0 -0.1
H 0.63518 -2.30110 -4.96725 0.0 0.0 0.0
C 3.12534 -3.92230 1.01938 0.0 0.0 0.0
H 3.21618 -6.01651 1.50062 0.0 0.0 0.0
C 1.80399 -1.38539 1.01585 0.0 -0.1 -0.1
H -4.70209 -1.73713 -1.22279 0.0 0.0 0.0
H 3.61275 0.40362 2.05997 0.0 0.0 0.0
H 3.62461 5.10617 3.29981 0.0 0.0 0.0
C -4.52749 -1.32738 -3.31473 -0.1 0.0 -0.1
H -1.58432 -2.94729 0.84048 0.0 0.0 0.0
H -1.22662 4.42388 0.68471 0.0 0.0 0.0
C -1.28438 -3.77617 0.20591 0.0 0.0 0.0
H -3.00246 3.29388 -0.68052 0.0 0.0 0.1
H 1.30907 -3.26984 -2.86488 0.0 0.0 0.0
C 1.58504 -2.33872 -0.00248 -0.1 0.1 0.1
H -3.70557 3.59944 2.96671 0.0 0.0 0.0
C -0.66461 -4.56315 -2.07808 0.0 0.0 0.0
H -1.82189 2.95701 -1.92820 0.0 0.1 0.0
H -3.32388 4.03241 1.31313 0.0 0.0 -0.1
C -0.30898 1.49938 -3.00289 0.1 0.0 0.1
H 2.42657 -0.47479 -3.26833 0.0 0.0 0.0
C 2.50449 -1.53759 -3.04140 0.0 0.1 0.0
C 1.56565 1.00011 1.67949 -0.2 0.1 0.0
C 3.69575 1.85857 -1.79671 0.0 0.0 0.0
H -4.44671 -1.23314 3.01019 0.0 0.0 0.0
H 3.13376 -1.66902 -2.16112 0.0 0.0 0.0
C 2.86340 1.16584 2.20172 -0.1 0.0 0.0
H 0.29895 4.47063 -1.67815 0.0 0.0 0.0
C 0.70619 2.11408 1.79910 0.1 -0.1 -0.1
C 3.82796 -5.24979 1.02089 0.0 0.0 0.0
C -2.24900 2.27799 2.13343 0.1 0.1 0.0
C -1.80802 1.87774 3.54454 0.0 -0.1 0.0
H -1.22489 0.96251 3.58459 0.0 0.1 0.0
C -2.89424 3.66582 2.24027 0.0 0.0 0.0
C 1.97455 2.44999 -3.33767 0.0 -0.1 0.1
C 2.78182 4.62065 3.79419 0.0 0.0 0.0
H -1.85074 -2.83239 -1.63680 0.0 0.0 0.0
C 3.23409 2.31533 2.86868 0.0 0.0 0.0
H -2.18872 4.40785 2.61879 0.0 0.0 0.0
H 3.00996 -2.00963 -3.88542 0.0 0.0 0.0
H -1.20069 2.66716 3.98839 0.0 0.0 0.0
C 1.13392 -2.18815 -2.87921 0.0 -0.1 0.1
H 4.04240 -5.58428 0.00640 0.0 0.0 0.0
H 4.00937 3.11387 -3.51316 0.0 0.0 0.0
H 3.04087 0.57530 -0.20309 0.0 0.0 -0.1
C 2.63277 -1.79237 2.07716 -0.1 0.1 -0.1
H 0.80223 5.00309 -0.07605 0.0 0.0 0.0
C -1.32184 -1.74961 4.21812 0.0 0.0 0.0
H -4.13360 -0.73360 -5.33810 0.0 0.0 0.0
N 1.14374 -0.14031 0.96079 -0.2 -0.2 0.1
H -1.51022 -5.24771 -1.99679 0.0 0.0 0.0
C 1.10588 1.69979 -2.56317 0.0 -0.1 -0.1
C -0.64543 -1.31103 3.09127 0.1 0.0 0.1
C -0.96874 -3.33119 -1.22158 0.1 0.0 0.0
C -2.60534 -0.91064 1.99143 0.0 0.0 -0.1
H 0.14191 -0.79278 -4.20835 0.0 0.0 0.0
H 1.96728 5.34111 3.85465 0.0 0.0 0.0
H -5.42441 -1.87759 -3.56555 0.0 0.0 0.0
H 0.21556 -5.09981 -1.71732 0.0 0.0 0.0
Ir -0.44297 0.07442 -0.32076 0.7 0.3 -1.3
N -2.42196 -0.44984 -0.37455 0.2 0.0 0.4
H -2.21394 4.62182 -1.52565 0.0 0.0 0.0
H 4.24814 2.38965 3.24465 0.0 0.0 0.0
C -4.12358 -1.25679 -1.99492 0.1 0.1 0.0
C 0.41865 4.15457 -0.64140 0.0 0.0 0.0
H -2.69367 1.75116 4.16864 0.0 0.0 0.0
H -2.10426 0.52119 -4.78523 0.0 0.0 0.0
C 2.35911 3.38450 3.05463 0.0 0.0 0.0
H 3.90137 -3.27905 2.90975 0.0 0.0 0.0
C -2.70920 -1.72897 4.21841 0.0 0.0 0.0
H 1.58694 2.92945 -4.22509 0.0 0.0 0.0
N 1.48419 1.06224 -1.45774 -0.5 0.1 0.2
C -2.05638 3.62758 -1.10593 0.0 0.0 0.0
C -3.36979 -1.28510 3.08514 0.0 0.0 0.0
H -0.42272 -4.26517 0.66413 0.0 0.0 0.0
```
Positions in Å, forces in eV/Å.

***

It is found that the energy values, taken in the order of the records, are -721524.051 -79432.362 eV.